Record 1
Computed, not measured: a 2-piece molecular cluster, C4H9NO2 overall, with ωB97M-V/def2-TZVPD.

Values from the calculation:
**HOMO-LUMO gap**: 9.76 eV
**2S+1**: 1
**Charge**: 0
**HOMO**: -9.20 eV
**SMILES**: C=C(C)NC=O.O

```
16
Properties=species:S:1:pos:R:3:nbo_charge:R:1
C -1.16 1.63 -0.41 -0.651
C -0.41 0.32 -0.46 0.131
C -1.01 -0.86 -0.34 -0.416
O -0.10 -1.64 2.24 -0.953
N 0.98 0.47 -0.70 -0.620
C 1.99 -0.40 -0.40 0.544
O 1.88 -1.47 0.16 -0.618
H -0.63 2.40 0.16 0.216
H -2.15 1.49 0.03 0.235
H -1.31 2.01 -1.43 0.221
H -0.37 -0.75 1.99 0.460
H -2.06 -0.91 -0.09 0.212
H -0.47 -1.80 -0.46 0.231
H 0.60 -1.82 1.59 0.489
H 1.27 1.34 -1.14 0.400
H 2.97 -0.01 -0.74 0.119
```



Record 2
Computed, not measured: C4H9NO2 as an isolated structure, with ωB97M-V/def2-TZVPD.

Values from the calculation:
**HOMO-LUMO gap**: 8.80 eV
**2S+1**: 1
**Charge**: 0
**HOMO**: -9.83 eV

```
16
Properties=species:S:1:pos:R:3:nbo_charge:R:1
C -2.42 0.80 0.43 -0.460
N -2.06 -0.03 -0.86 -0.348
C 3.44 0.16 0.00 -0.862
C -1.00 -0.65 -0.88 0.041
C 0.18 -0.30 0.09 0.471
O 0.30 1.11 0.21 -0.504
O 0.67 -1.38 0.62 -0.491
H -2.22 0.27 1.45 0.173
H -3.40 0.94 0.54 0.210
H -1.78 1.63 0.51 0.220
H 4.10 -0.24 -0.88 0.206
H 4.05 0.62 0.75 0.216
H 2.70 0.87 -0.41 0.209
H 2.92 -0.75 0.32 0.229
H -0.76 -1.26 -1.74 0.201
H -0.20 0.33 0.98 0.489
```



Record 3
Computed, not measured: one molecule with the formula C4H9NO2, with ωB97M-V/def2-TZVPD.

Values from the calculation:
**HOMO-LUMO gap**: 10.44 eV
**2S+1**: 1
**Charge**: 0
**HOMO**: -9.66 eV
**SMILES**: N[C@@H](C=O)CCO

```
16
Properties=species:S:1:pos:R:3:nbo_charge:R:1
O 2.63 -0.64 0.37 -0.548
C 1.88 0.13 -0.14 0.429
C 0.53 0.58 0.50 -0.161
C -0.13 -0.52 -0.56 -0.438
C -1.64 -0.25 -0.61 -0.067
O -1.95 0.97 -1.29 -0.705
N 0.29 0.21 1.87 -0.827
H 1.96 0.49 -1.18 0.109
H 0.58 1.66 0.40 0.210
H 0.27 -0.60 -1.56 0.231
H -0.01 -1.49 -0.08 0.230
H -2.04 -1.09 -1.19 0.176
H -2.12 -0.24 0.37 0.169
H -1.17 1.49 -1.07 0.457
H 1.19 -0.07 2.26 0.377
H -0.28 -0.63 1.92 0.358
```



Record 4
Computed, not measured: a 2-piece molecular cluster, C4H9NO2 overall, with ωB97M-V/def2-TZVPD.

Values from the calculation:
**HOMO-LUMO gap**: 10.48 eV
**2S+1**: 1
**Charge**: 0
**HOMO**: -9.51 eV
**SMILES**: CNC=O.CC=O

```
16
Properties=species:S:1:pos:R:3:nbo_charge:R:1
C 2.35 -0.51 -1.23 -0.407
N 1.26 0.10 -0.51 -0.622
C 1.37 1.22 0.23 0.535
O 0.47 1.74 0.87 -0.647
C -2.39 0.33 0.73 -0.760
C -2.19 -1.04 0.17 0.470
O -1.24 -1.39 -0.52 -0.566
H 2.59 -1.50 -0.83 0.197
H 2.12 -0.60 -2.29 0.199
H 3.25 0.12 -1.12 0.202
H 2.38 1.66 0.19 0.099
H -1.44 0.81 0.99 0.290
H -2.85 0.96 -0.05 0.247
H -2.97 -1.79 0.40 0.110
H -3.07 0.30 1.58 0.221
H 0.35 -0.36 -0.53 0.431
```



Record 5
Computed, not measured: a 2-piece molecular cluster, C4H9NO2 overall, with ωB97M-V/def2-TZVPD.

Values from the calculation:
**HOMO-LUMO gap**: 10.65 eV
**2S+1**: 1
**Charge**: 0
**HOMO**: -9.79 eV

```
16
Properties=species:S:1:pos:R:3:nbo_charge:R:1
C -1.47 1.71 -0.99 -0.455
N -1.82 1.06 0.22 -0.424
C -1.82 0.43 1.20 0.272
O 0.14 -0.71 1.50 -0.794
C 0.32 -1.51 0.34 -0.095
C 1.47 -0.94 -0.52 -0.082
O 1.38 0.47 -0.56 -0.737
H -0.45 1.42 -1.25 0.270
H -2.17 1.40 -1.77 0.224
H -1.55 2.79 -0.84 0.226
H -0.91 -0.54 1.79 0.449
H 0.59 -2.54 0.62 0.171
H -0.59 -1.55 -0.27 0.155
H 2.45 -1.24 -0.12 0.159
H 1.41 -1.31 -1.56 0.176
H 1.13 0.66 0.36 0.484
```



Record 6
Computed, not measured: one molecule with the formula C4H9NO2, with ωB97M-V/def2-TZVPD.

Values from the calculation:
**HOMO-LUMO gap (alpha / beta)**: 10.07 / 9.03 eV
**2S+1**: 1
**Charge**: 0
**HOMO (alpha / beta)**: -10.56 / -9.81 eV

```
16
Properties=species:S:1:pos:R:3:nbo_charge:R:1
C 0.57 0.06 -1.25 -0.621
C -0.58 1.44 0.44 -0.610
C -1.21 -1.05 0.03 -0.599
C -0.05 0.06 0.10 0.018
N 0.78 -0.38 1.22 0.045
O 2.80 -1.07 1.73 -0.290
O 1.94 -0.70 0.82 0.077
H 0.13 0.75 -1.86 0.216
H 1.58 0.34 -1.19 0.222
H 0.53 -0.92 -1.77 0.215
H -1.62 1.50 0.36 0.223
H -0.17 1.72 1.44 0.237
H -0.18 2.22 -0.31 0.215
H -0.89 -2.08 -0.26 0.220
H -1.59 -1.11 1.07 0.217
H -2.03 -0.78 -0.57 0.214
```



Record 7
Computed, not measured: one molecule with the formula C4H9NO2, with ωB97M-V/def2-TZVPD.

Values from the calculation:
**HOMO-LUMO gap**: 9.11 eV
**2S+1**: 1
**Charge**: 0
**HOMO**: -8.37 eV

```
16
Properties=species:S:1:pos:R:3:nbo_charge:R:1
C 0.91 -0.43 0.15 0.077
C 1.16 0.12 1.54 -0.636
C -0.35 0.10 -0.52 0.033
N -2.68 0.18 -0.46 -0.781
C -1.55 0.23 0.25 -0.037
O -0.43 -0.19 -1.88 -0.717
O 1.98 -0.10 -0.76 -0.747
H 0.49 -0.24 -2.20 0.501
H 2.79 -0.52 -0.44 0.478
H 0.80 -1.52 0.19 0.171
H -3.56 0.33 -0.01 0.387
H -2.69 0.00 -1.46 0.377
H -0.53 1.27 -0.06 0.229
H 0.31 -0.10 2.19 0.247
H 1.30 1.20 1.51 0.216
H 2.06 -0.34 1.96 0.203
```



Record 8
Computed, not measured: one molecule with the formula C4H9NO2, with ωB97M-V/def2-TZVPD.

Values from the calculation:
**HOMO-LUMO gap**: 9.13 eV
**2S+1**: 1
**Charge**: 0
**HOMO**: -8.26 eV
**SMILES**: C/C=C(/C)NOO

```
16
Properties=species:S:1:pos:R:3:nbo_charge:R:1
C -0.90 -0.27 0.23 -0.232
C 0.18 -0.32 -0.72 0.151
C -1.45 0.89 0.94 -0.666
C 0.72 -1.57 -1.33 -0.671
N 0.69 1.07 -0.99 -0.315
O 2.32 1.51 0.55 -0.485
O 2.00 1.34 -0.84 -0.142
H -1.12 -1.25 0.56 0.192
H -2.14 1.52 0.34 0.223
H -0.62 1.46 1.22 0.213
H -1.95 0.46 1.78 0.229
H 1.79 -1.53 -1.54 0.231
H 0.15 -1.65 -2.25 0.235
H 0.37 -2.52 -0.81 0.234
H 0.23 1.70 -0.36 0.349
H 2.81 0.75 0.73 0.454
```



Record 9
Computed, not measured: a 2-piece molecular cluster, C4H9NO2 overall, with ωB97M-V/def2-TZVPD.

Values from the calculation:
**HOMO-LUMO gap**: 10.40 eV
**2S+1**: 1
**Charge**: 0
**HOMO**: -9.76 eV
**SMILES**: CCC=O.NC=O

```
16
Properties=species:S:1:pos:R:3:nbo_charge:R:1
C -2.40 -0.71 -0.05 -0.604
C -0.82 1.11 -0.74 0.466
O 0.00 1.88 -0.29 -0.550
C -0.95 -0.34 -0.37 -0.525
C 2.72 -0.33 0.16 0.524
O 3.62 -1.13 0.32 -0.612
N 2.21 0.49 1.11 -0.840
H -2.74 -0.24 0.87 0.213
H -2.50 -1.80 0.07 0.225
H -3.08 -0.41 -0.86 0.209
H -1.57 1.48 -1.48 0.110
H 2.21 -0.21 -0.82 0.096
H -0.27 -0.57 0.45 0.234
H -0.61 -0.92 -1.25 0.234
H 2.66 0.52 2.01 0.396
H 1.51 1.18 0.85 0.424
```



Record 10
Computed, not measured: one molecule with the formula C4H9NO2, with ωB97M-V/def2-TZVPD.

Values from the calculation:
**HOMO-LUMO gap (alpha / beta)**: 7.83 / 7.83 eV
**2S+1**: 1
**Charge**: 0
**HOMO (alpha / beta)**: -7.83 / -7.83 eV
**SMILES**: CC(C)=C(N)OO

```
16
Properties=species:S:1:pos:R:3:nbo_charge:R:1
C -1.79 -0.13 -0.68 -0.655
C -0.33 -1.39 1.03 -0.645
C 0.66 0.25 -0.53 0.404
C -0.45 -0.41 -0.08 -0.001
N 0.60 1.44 -1.26 -0.848
O 1.85 -0.10 -0.06 -0.303
O 2.33 0.92 1.11 -0.523
H 3.18 0.50 1.29 0.461
H -0.24 1.98 -1.15 0.375
H 1.42 2.01 -1.10 0.394
H -1.71 0.11 -1.74 0.228
H -2.45 -0.99 -0.54 0.221
H -0.14 -2.38 0.63 0.222
H 0.55 -1.13 1.64 0.240
H -1.23 -1.42 1.64 0.213
H -2.26 0.73 -0.19 0.217
```



Record 11
Computed, not measured: one molecule with the formula C4H9NO2, with ωB97M-V/def2-TZVPD.

Values from the calculation:
**HOMO-LUMO gap**: 10.67 eV
**2S+1**: 1
**Charge**: 0
**HOMO**: -9.72 eV
**SMILES**: C[C@@H](CO)N1CO1

```
16
Properties=species:S:1:pos:R:3:nbo_charge:R:1
C -1.18 1.13 -0.21 -0.624
C -0.39 0.13 0.61 -0.113
C -0.65 -1.31 0.14 -0.065
O -0.01 -2.29 0.93 -0.714
N 1.04 0.53 0.67 -0.139
C 1.68 0.78 -0.58 0.051
O 1.91 -0.46 -0.01 -0.416
H -0.90 2.15 0.08 0.221
H -2.26 1.00 -0.08 0.224
H -0.96 1.00 -1.28 0.201
H -0.71 0.16 1.66 0.207
H -1.72 -1.49 0.25 0.186
H -0.40 -1.43 -0.92 0.161
H 0.94 -2.18 0.78 0.482
H 2.53 1.46 -0.55 0.176
H 1.09 0.81 -1.50 0.162
```



Record 12
Computed, not measured: a 2-piece molecular cluster, C4H9NO2 overall, with ωB97M-V/def2-TZVPD.

Values from the calculation:
**HOMO-LUMO gap (alpha / beta)**: 7.79 / 7.79 eV
**2S+1**: 1
**Charge**: 0
**HOMO (alpha / beta)**: -7.67 / -7.67 eV

```
16
Properties=species:S:1:pos:R:3:nbo_charge:R:1
C -0.26 0.84 -0.16 0.345
C -1.59 0.31 -0.42 0.207
C -0.16 1.20 1.16 -0.551
C 1.84 -0.99 0.11 -0.242
N -1.80 -0.94 -0.14 -0.700
O 0.67 -0.87 -0.63 -0.849
O 0.27 1.67 -1.12 -0.697
H 0.55 1.08 -1.83 0.498
H -2.33 0.93 -0.92 0.211
H -2.71 -1.38 -0.21 0.402
H -0.82 -1.46 -0.18 0.485
H -0.64 0.62 1.93 0.209
H 0.41 2.07 1.43 0.222
H 1.99 -2.02 0.48 0.154
H 2.73 -0.73 -0.49 0.151
H 1.84 -0.32 0.99 0.153
```



Record 13
Computed, not measured: one molecule with the formula C4H9NO2, with ωB97M-V/def2-TZVPD.

Values from the calculation:
**HOMO-LUMO gap**: 10.67 eV
**2S+1**: 1
**Charge**: 0
**HOMO**: -9.85 eV
**SMILES**: NC(=O)CCCO

```
16
Properties=species:S:1:pos:R:3:nbo_charge:R:1
C -1.45 -0.24 1.03 -0.045
O -2.40 -1.19 1.50 -0.730
C -0.43 -0.97 0.15 -0.438
C -0.12 0.01 -1.04 -0.522
C 1.27 0.66 -0.78 0.694
N 1.44 1.67 0.18 -0.852
O 2.15 0.17 -1.37 -0.586
H -0.70 0.11 1.97 0.155
H -1.91 0.62 0.65 0.171
H -2.61 -1.93 0.79 0.466
H -0.96 -1.87 -0.06 0.198
H 0.45 -1.53 0.65 0.236
H -1.00 0.63 -1.42 0.221
H 0.04 -0.44 -1.98 0.240
H 0.63 2.06 0.76 0.400
H 2.31 2.06 0.28 0.392
```



Record 14
Computed, not measured: one molecule with the formula C4H9NO2, with ωB97M-V/def2-TZVPD.

Values from the calculation:
**HOMO-LUMO gap**: 9.85 eV
**2S+1**: 1
**Charge**: 0
**HOMO**: -9.17 eV
**SMILES**: N[C@H](C=O)CCO

```
16
Properties=species:S:1:pos:R:3:nbo_charge:R:1
O -2.08 1.77 0.00 -0.571
C -0.89 1.50 -0.03 0.372
C -0.23 0.35 0.80 -0.126
C 0.12 -0.12 -0.96 -0.435
C 1.30 -1.15 -0.62 -0.063
O 2.35 -0.54 0.09 -0.693
N -1.22 -0.55 1.34 -0.847
H -0.22 2.28 -0.44 0.114
H 0.41 0.69 1.63 0.239
H 0.54 0.65 -1.59 0.233
H -0.77 -0.70 -1.15 0.240
H 1.55 -1.55 -1.61 0.164
H 0.86 -2.01 -0.04 0.174
H 1.98 0.35 0.14 0.461
H -1.93 0.05 1.77 0.376
H -1.78 -1.04 0.66 0.362
```



Record 15
Computed, not measured: one molecule with the formula C4H9NO2, with ωB97M-V/def2-TZVPD.

Values from the calculation:
**HOMO-LUMO gap**: 10.69 eV
**2S+1**: 1
**Charge**: 0
**HOMO**: -9.76 eV
**SMILES**: CCNC(=O)OC

```
16
Properties=species:S:1:pos:R:3:nbo_charge:R:1
C -2.04 0.79 0.90 -0.623
C -1.77 -0.53 0.18 -0.218
N -0.61 -0.46 -0.69 -0.630
C 0.65 -0.46 -0.16 0.881
O 0.94 -0.79 0.97 -0.653
O 1.54 -0.06 -1.10 -0.525
C 2.88 0.05 -0.63 -0.256
H -2.13 1.61 0.18 0.200
H -2.98 0.74 1.47 0.213
H -1.23 1.02 1.59 0.221
H -1.59 -1.33 0.90 0.219
H -2.62 -0.83 -0.44 0.195
H -0.70 0.02 -1.57 0.397
H 3.48 0.25 -1.52 0.192
H 2.98 0.87 0.08 0.186
H 3.20 -0.88 -0.15 0.198
```



Record 16
Computed, not measured: one molecule with the formula C4H9NO2, with ωB97M-V/def2-TZVPD.

Values from the calculation:
**HOMO-LUMO gap**: 10.85 eV
**2S+1**: 1
**Charge**: 0
**HOMO**: -9.97 eV
**SMILES**: C=C[C@@H](O)NCO

```
16
Properties=species:S:1:pos:R:3:nbo_charge:R:1
C 0.07 0.49 -0.01 0.205
C 1.19 -1.21 1.26 0.093
N -0.01 -0.87 0.41 -0.641
C -1.20 0.77 -0.89 -0.197
C -1.16 1.22 -2.15 -0.398
O 0.01 1.36 1.09 -0.729
O 1.23 -2.61 1.35 -0.719
H 0.03 2.26 0.72 0.476
H 0.89 -2.90 0.49 0.474
H -0.81 -0.96 1.02 0.366
H 0.98 0.68 -0.59 0.157
H 1.11 -0.80 2.27 0.167
H 2.12 -0.86 0.81 0.150
H -2.16 0.59 -0.43 0.199
H -0.22 1.39 -2.67 0.192
H -2.07 1.45 -2.69 0.203
```



Looking at maximum force for the records above, in order, we have 0.5, 7.6, 3.9, 0.6, 3.1, 2.9, 1.5, 6.3, 0.5, 2.6, 0.5, 1.0, 5.5, 6.7, 0.4, 3.0 eV/A.
Looking at energy for the records above, in order, we have -363.03861, -362.82611, -362.97972, -363.04131, -362.95422, -362.81102, -362.94939, -362.83946, -363.04809, -362.91707, -362.93968, -362.91186, -362.98372, -362.91874, -363.06973, -363.00089 a.u..
Looking at energy relative to the best compared isomer or geometry (same formula, charge and spin) for the records above, in order, we have 29.45, 162.79, 66.40, 27.75, 82.40, 172.26, 85.43, 154.41, 23.49, 105.71, 91.53, 108.98, 63.89, 104.67, 9.92, 53.11 kcal per mole.